Entry 1:
Here is a cluster of 2 separate species, C2H6ClOPS in total at a distorted geometry from the OMol25 dataset. Energies are from the ωB97M-V functional and the def2-TZVPD basis.

```
12
Properties=species:S:1:pos:R:3:lowdin_charge:R:1
C 0.480 -0.555 1.579 -0.440
P 0.568 0.520 0.106 0.134
S 1.967 1.945 0.807 0.336
Cl 1.667 -0.657 -1.112 0.191
H -0.043 -1.464 1.338 0.014
H 1.415 -0.849 2.018 0.017
H -0.097 -0.227 2.514 0.074
H 1.303 3.088 0.833 -0.217
C -1.803 -0.438 -2.035 -0.198
O -1.888 -1.164 -1.086 -0.055
H -0.799 -0.145 -2.482 0.054
H -2.769 -0.053 -2.483 0.092
```

The SMILES is CP(S)Cl.C=O. Its charge is 0. As for the relative energy (zero: lowest compared OMol25 entry of this formula, charge and spin): 153.8 kJ/mol. Its HOMO energy is -0.332 Ha. As for the LUMO energy: 0.702 eV. As for the calculated total energy: -36865.0347 eV. As for the spin multiplicity: 1. The calculation puts the frontier orbital gap at 9.74 eV.



Entry 2:
Here is a cluster of 3 separate species, C2H5FN2 in total at a distorted geometry from the OMol25 dataset. Energies are from the ωB97M-V functional and the def2-TZVPD basis.

```
10
Properties=species:S:1:pos:R:3:lowdin_charge:R:1
C 1.337 -0.229 1.592 0.040
C -1.439 0.444 -1.128 0.168
N 0.900 0.398 0.542 -0.130
N 0.545 0.143 -0.562 0.039
F 0.521 -1.594 -0.609 -0.355
H 1.508 0.343 2.466 0.053
H 1.468 -1.270 1.454 0.056
H -1.993 1.167 -0.421 0.076
H -1.017 1.101 -1.862 0.014
H -1.830 -0.502 -1.472 0.039
```

Its charge is 0. As for the relative energy (zero: lowest compared OMol25 entry of this formula, charge and spin): 550.0 kJ/mol. Its HOMO energy (spin up / spin down) is -0.335 / -0.336 Ha. As for the LUMO energy (spin up / spin down): -1.128 / -1.121 eV. As for the calculated total energy: -7846.6553 eV. As for the spin multiplicity: 1. The calculation puts the frontier orbital gap (spin up / spin down) at 8.00 / 8.01 eV.



Entry 3:
Here is a structure of composition C39H53InN5OP2STe from the OMol25 dataset. Energies are from the ωB97M-V functional and the def2-TZVPD basis.

```
103
Properties=species:S:1:pos:R:3:lowdin_charge:R:1
In 0.667 0.490 0.543 0.640
N 4.069 -0.908 2.455 0.160
C 3.548 0.235 2.019 -0.805
S 3.323 0.496 0.313 0.638
N 3.165 1.166 2.886 0.073
C 3.267 1.102 4.322 -0.251
C 2.687 0.053 5.025 -0.037
C 2.768 0.044 6.410 -0.044
C 3.403 1.082 7.079 -0.038
C 3.962 2.134 6.366 -0.037
C 3.899 2.147 4.980 -0.011
H 4.537 -1.493 1.778 0.117
H 4.382 -0.977 3.417 0.134
H 3.057 2.080 2.465 0.084
H 2.160 -0.739 4.503 0.115
H 2.326 -0.771 6.968 0.121
H 3.462 1.071 8.160 0.124
H 4.459 2.942 6.887 0.124
H 4.357 2.953 4.416 0.121
C -0.077 4.656 -0.159 -0.202
P 0.727 3.299 0.743 0.895
C 0.615 3.783 2.483 -0.224
C 2.418 3.575 0.197 -0.480
C 3.406 4.113 1.017 -0.102
C 4.669 4.384 0.499 -0.035
C 4.940 4.129 -0.837 -0.028
C 3.953 3.597 -1.663 -0.046
C 2.704 3.312 -1.145 -0.156
H 0.480 5.548 0.136 0.087
H -1.124 4.768 0.112 0.059
H 0.013 4.513 -1.232 0.058
H 1.033 4.782 2.610 0.073
H 1.123 3.079 3.141 0.038
H -0.436 3.812 2.774 0.070
H 3.197 4.367 2.052 0.102
H 5.430 4.821 1.133 0.124
H 5.918 4.356 -1.241 0.126
H 4.165 3.410 -2.708 0.124
H 1.940 2.890 -1.794 0.111
O -1.081 0.348 -0.528 -0.442
P -2.237 0.273 -1.570 0.607
N -3.353 -0.769 -1.000 -0.161
C -3.077 -1.809 0.010 -0.182
C -3.592 -3.083 -0.645 -0.168
C -4.861 -2.605 -1.338 -0.136
C -4.494 -1.209 -1.857 -0.156
N -1.623 -0.156 -3.012 -0.175
C -0.621 -1.225 -3.170 -0.173
C -0.307 -1.243 -4.671 -0.140
C -1.532 -0.594 -5.321 -0.144
C -1.958 0.467 -4.315 -0.164
N -2.949 1.704 -1.795 -0.183
C -2.179 2.943 -1.703 -0.214
C -3.204 4.049 -1.968 -0.147
C -4.242 3.347 -2.842 -0.146
C -4.358 1.985 -2.174 -0.162
H -3.642 -1.600 0.923 0.133
H -2.017 -1.819 0.254 0.061
H -3.781 -3.877 0.079 0.130
H -2.880 -3.443 -1.388 0.078
H -5.674 -2.531 -0.615 0.124
H -5.188 -3.259 -2.143 0.124
H -5.335 -0.528 -1.759 0.106
H -4.185 -1.232 -2.906 0.116
H -1.025 -2.185 -2.835 0.104
H 0.270 -1.017 -2.568 0.092
H -0.137 -2.257 -5.026 0.111
H 0.588 -0.657 -4.884 0.119
H -2.327 -1.329 -5.461 0.122
H -1.304 -0.153 -6.289 0.125
H -3.016 0.710 -4.377 0.109
H -1.389 1.390 -4.462 0.119
H -1.373 2.958 -2.451 0.119
H -1.730 3.007 -0.718 0.052
H -2.758 4.921 -2.443 0.123
H -3.670 4.364 -1.032 0.124
H -3.864 3.240 -3.861 0.120
H -5.196 3.867 -2.880 0.128
H -4.764 1.218 -2.829 0.100
H -4.982 2.047 -1.280 0.131
Te 1.555 -2.387 0.463 1.529
C 0.719 -3.391 2.097 -0.512
C 1.608 -4.199 2.800 -0.140
C 1.127 -4.991 3.835 -0.046
C -0.220 -4.963 4.163 -0.035
C -1.094 -4.129 3.475 -0.045
C -0.628 -3.332 2.441 -0.132
C 0.725 -3.469 -1.105 -0.519
C -0.511 -4.093 -1.019 -0.137
C -0.897 -4.949 -2.038 -0.054
C -0.062 -5.159 -3.131 -0.029
C 1.161 -4.508 -3.219 -0.050
C 1.566 -3.657 -2.201 -0.144
H 2.659 -4.236 2.541 0.096
H 1.807 -5.635 4.378 0.123
H -0.592 -5.590 4.963 0.125
H -2.141 -4.100 3.747 0.121
H -1.309 -2.666 1.932 0.074
H -1.155 -3.945 -0.164 0.082
H -1.845 -5.468 -1.974 0.124
H -0.363 -5.844 -3.913 0.126
H 1.812 -4.679 -4.066 0.125
H 2.530 -3.167 -2.262 0.106
```

Its charge is +3. As for the relative energy (zero: lowest compared OMol25 entry of this formula, charge and spin): 230.3 kJ/mol. Its HOMO energy is -0.578 Ha. As for the LUMO energy: -10.024 eV. As for the calculated total energy: -92660.2682 eV. As for the spin multiplicity: 1. The calculation puts the frontier orbital gap at 5.71 eV.